Entry 1:
C28H50N2O12 | ωB97M-V/def2-TZVPD

Last column: Löwdin charge in e.
Positions of all 92 atoms, in Å:
C 4.701 -1.238 0.640  -0.055
C 4.192 -0.432 1.650  -0.065
C 3.855 0.895 1.427  -0.015
C 4.118 1.414 0.166  -0.168
C 4.638 0.645 -0.858  -0.010
C 4.952 -0.680 -0.609  -0.057
N 3.837 2.831 -0.101  -0.346
O 4.143 3.262 -1.200  0.064
O 3.313 3.483 0.775  0.087
H 4.959 -2.270 0.831  0.104
H 4.043 -0.827 2.648  0.110
H 3.466 1.520 2.217  0.123
H 4.792 1.107 -1.823  0.120
H 5.357 -1.317 -1.380  0.095
C -2.316 2.218 6.815  -0.079
C -1.848 3.492 7.122  -0.065
C -1.042 4.142 6.203  -0.008
C -0.766 3.522 5.005  -0.150
C -1.251 2.265 4.666  0.008
C -2.014 1.599 5.604  -0.066
N 0.045 4.257 4.027  -0.352
O 0.664 3.608 3.205  0.085
O 0.043 5.468 4.102  0.081
H -2.940 1.683 7.521  0.104
H -2.104 3.901 8.089  0.106
H -0.728 5.170 6.327  0.120
H -1.062 1.923 3.655  0.106
H -2.470 0.638 5.406  0.106
C 2.255 -5.201 0.328  -0.128
O 3.063 -4.362 -0.441  -0.199
C 3.524 -4.963 -1.629  -0.221
C 4.642 -4.137 -2.211  -0.206
O 5.696 -3.884 -1.309  -0.197
C 6.588 -4.957 -1.175  -0.104
H 1.942 -4.632 1.200  0.089
H 2.802 -6.078 0.716  0.091
H 1.419 -5.616 -0.250  0.093
H 2.704 -4.982 -2.365  0.132
H 3.847 -5.999 -1.462  0.122
H 4.252 -3.183 -2.570  0.122
H 5.045 -4.642 -3.102  0.128
H 6.992 -5.274 -2.148  0.091
H 6.109 -5.851 -0.751  0.088
H 7.394 -4.628 -0.527  0.092
C 1.215 2.289 -3.059  -0.101
O 0.469 1.677 -4.082  -0.151
C -0.472 0.767 -3.608  -0.235
C -1.585 0.648 -4.610  -0.237
O -2.308 1.845 -4.660  -0.170
C -3.524 1.696 -5.345  -0.119
H 1.807 1.546 -2.503  0.080
H 0.575 2.871 -2.391  0.094
H 1.948 2.958 -3.510  0.091
H -0.942 1.039 -2.649  0.116
H -0.060 -0.234 -3.411  0.125
H -2.208 -0.242 -4.431  0.118
H -1.144 0.459 -5.607  0.135
H -4.078 2.630 -5.330  0.090
H -4.133 0.900 -4.900  0.074
H -3.342 1.440 -6.401  0.093
C 0.400 -2.510 -1.071  -0.117
O 0.054 -1.167 -0.919  -0.214
C 0.962 -0.453 -0.071  -0.175
C 0.475 0.905 0.366  -0.191
O -0.543 0.881 1.338  -0.182
C -1.801 0.435 0.876  -0.095
H 1.352 -2.694 -1.588  0.083
H -0.362 -2.944 -1.727  0.093
H 0.377 -3.064 -0.126  0.083
H 1.910 -0.349 -0.617  0.116
H 1.088 -1.052 0.842  0.135
H 0.203 1.535 -0.493  0.113
H 1.311 1.406 0.854  0.107
H -2.149 1.092 0.060  0.089
H -2.547 0.555 1.657  0.079
H -1.766 -0.560 0.435  0.083
C -7.329 1.722 2.423  -0.116
O -7.173 1.348 1.077  -0.178
C -6.039 0.553 0.861  -0.220
C -5.694 0.588 -0.606  -0.207
O -4.403 0.059 -0.757  -0.187
C -4.007 0.033 -2.092  -0.128
H -7.475 0.863 3.091  0.088
H -8.188 2.386 2.483  0.087
H -6.449 2.270 2.790  0.089
H -6.217 -0.483 1.189  0.134
H -5.173 0.900 1.444  0.120
H -5.772 1.618 -0.978  0.137
H -6.412 -0.016 -1.181  0.132
H -3.044 -0.469 -2.197  0.082
H -3.986 1.021 -2.567  0.088
H -4.667 -0.586 -2.732  0.095

Values from the calculation:
Gap between HOMO and LUMO in Ha: 0.33557
F_max in eV Å⁻¹: 1.41
LUMO in eV: -0.2
Net charge: 0
Energy above the lowest of the compared OMol25 structures with the same formula, charge and spin in kcal/mol: 192.6
Molecular weight in g mol⁻¹: 606.71
SMILES string: O=[N+]([O-])c1ccccc1.O=[N+]([O-])c1ccccc1.COCCOC.COCCOC.COCCOC.COCCOC



Entry 2:
C12H22N4O4 | ωB97M-V/def2-TZVPD

Last column: Löwdin charge in e.
Positions of all 42 atoms, in Å:
C 3.538 -1.403 0.706  -0.260
C 4.438 -0.646 -0.350  -0.347
C 2.087 -1.393 -0.020  -0.071
C 1.563 -0.026 -0.144  -0.333
C 1.390 0.834 -1.211  -0.010
C 0.772 1.802 0.690  -0.154
C -1.746 -1.190 0.073  -0.272
C -3.209 -1.439 0.442  -0.490
C -1.532 0.224 -0.499  -0.323
C -2.227 0.403 -1.857  -0.037
C -1.869 1.355 0.487  -0.234
C -3.300 1.846 0.526  -0.089
H 2.790 -0.176 2.114  0.059
H 4.359 -0.382 2.168  0.002
H 3.918 -2.506 0.709  0.167
H 1.427 -1.949 0.631  0.109
H 2.161 -1.879 -0.939  0.096
H 1.429 0.691 -2.208  0.099
H 0.261 2.382 1.256  0.066
H 0.472 2.716 -1.111  0.139
H 5.485 1.200 -0.404  0.173
H -2.033 -2.350 -1.562  0.079
H -1.146 -3.080 -0.430  0.082
H -1.148 -1.276 0.997  0.149
H -0.515 0.260 -0.691  0.044
H -3.303 0.276 -1.803  0.079
H -2.043 1.401 -2.234  0.079
H -1.835 -0.309 -2.588  0.082
H -1.338 2.236 0.195  0.074
H -1.560 1.048 1.498  0.117
H -3.630 2.215 -0.454  0.079
H -4.002 1.085 0.841  0.062
H -3.385 2.697 1.237  0.090
H -2.823 -0.699 2.157  0.117
N 3.567 -0.860 2.049  0.062
N 1.354 0.630 1.013  0.129
N 0.819 1.946 -0.633  0.066
N -1.270 -2.193 -0.901  0.078
O 4.740 -1.121 -1.441  0.080
O 4.961 0.605 0.320  -0.052
O -4.028 -1.885 -0.319  0.117
O -3.589 -1.090 1.689  0.103

Values from the calculation:
Gap between HOMO and LUMO in Ha: 0.33852
F_max in eV Å⁻¹: 7.91
LUMO in eV: 0.3
Net charge: 0
Energy above the lowest of the compared OMol25 structures with the same formula, charge and spin in kcal/mol: 89.0
Molecular weight in g mol⁻¹: 286.33
SMILES string: N[C@@H](Cc1c[nH]cn1)C(=O)O.CC[C@H](C)[C@H](N)C(=O)O